# 1
# C2H11O4

4 unconnected molecules or ions with the total composition C2H11O4 in a non-equilibrium geometry (ωB97M-V with the def2-TZVPD basis set, the OMol25 dataset).

```
17
Properties=species:S:1:pos:R:3
C -0.233 0.372 -0.822
O 0.159 -0.253 0.320
C 0.722 0.166 -1.980
H -1.276 0.066 -1.094
H -0.429 1.440 -0.604
H 0.457 0.626 -2.928
H 1.698 0.506 -1.654
H 0.713 -0.923 -2.140
H -1.608 0.048 2.470
H -1.477 -0.956 1.404
O -2.145 -0.642 2.040
H -0.890 -3.288 0.224
H -0.008 -2.093 0.173
O 0.021 -3.047 0.356
H 0.747 2.872 -0.367
H 1.822 2.684 0.456
O 1.541 3.393 -0.170
```

As for the HOMO-LUMO gap (alpha / beta): 11.815 / 8.263 eV. As for the molecular weight: 99.1 g/mol. Its spin multiplicity is 2. As for the highest occupied orbital energy (alpha / beta): -11.45 / -11.37 eV. Its relative energy (zero: lowest compared OMol25 entry of this formula, charge and spin) is 10.12 kcal/mol. The charge is 0. The calculation puts the total energy at -383.6485 a.u. The LUMO energy (alpha / beta) is 0.36 / -3.10 eV.

Here are the Mulliken charges for atoms 1 to 4, given in e: number 1, C, carries -0.235; number 2, O, carries -0.455; number 3, C, carries -0.848; number 4, H, carries 0.244

# 2
# C2H12AgN4O6

A molecular structure, C2H12AgN4O6 in a non-equilibrium geometry (ωB97M-V with the def2-TZVPD basis set, the OMol25 dataset).

```
25
Properties=species:S:1:pos:R:3
Ag -1.356 0.266 1.095
O -1.895 -0.632 3.765
H -1.408 -1.123 4.447
O -3.285 -1.222 0.800
H -3.710 -0.522 0.285
O -2.631 2.360 2.038
H -2.115 2.798 1.344
O 0.279 1.377 2.278
H 0.952 0.831 1.827
C 0.107 -1.960 -1.658
O -0.407 -0.946 -1.297
N -0.660 -3.015 -2.140
N 1.481 -2.118 -1.780
H -1.617 -3.058 -1.833
H -0.244 -3.796 -2.610
H 1.868 -2.810 -2.389
H 2.040 -1.383 -1.389
C 1.654 2.013 -0.842
O 1.987 2.410 -1.993
N 0.597 2.502 -0.160
N 2.410 1.066 -0.190
H 0.100 3.252 -0.595
H 0.386 2.063 0.813
H 2.267 1.008 0.809
H 3.200 0.639 -0.622
```

As for the HOMO-LUMO gap: 2.440 eV. As for the molecular weight: 296.0 g/mol. Its spin multiplicity is 1. As for the highest occupied orbital energy: 4.34 eV. The charge is -3. The calculation puts the total energy at -900.4890 a.u. The LUMO energy is 6.78 eV.

Here are the Mulliken charges for atoms 1 to 4, given in e: number 1, Ag, carries 0.789; number 2, O, carries -1.018; number 3, H, carries 0.016; number 4, O, carries -1.080

# 3
# C2H12N2O2

3 unconnected molecules or ions with the total composition C2H12N2O2 in a non-equilibrium geometry (ωB97M-V with the def2-TZVPD basis set, the OMol25 dataset).

```
18
Properties=species:S:1:pos:R:3
N -0.145 -0.432 0.290
C -0.851 -0.820 -0.923
C -0.017 -1.051 -2.178
N 0.705 0.169 -2.600
H -0.252 0.579 0.379
H 0.838 -0.621 0.105
H -1.474 -1.718 -0.792
H -1.654 -0.141 -1.214
H -0.697 -1.374 -2.976
H 0.691 -1.881 -2.064
H 1.708 0.063 -2.612
H 0.396 0.507 -3.502
H -0.643 -0.446 2.406
H -0.274 -1.783 3.045
O -0.327 -0.842 3.234
H 1.180 2.434 2.069
H 0.019 3.414 1.630
O 0.425 2.548 1.472
```

As for the HOMO-LUMO gap (alpha / beta): 2.315 / 9.530 eV. As for the molecular weight: 96.1 g/mol. Its spin multiplicity is 2. As for the highest occupied orbital energy (alpha / beta): 1.25 / -6.08 eV. Its relative energy (zero: lowest compared OMol25 entry of this formula, charge and spin) is 13.05 kcal/mol. The charge is -1. The calculation puts the total energy at -343.3235 a.u. The LUMO energy (alpha / beta) is 3.57 / 3.45 eV.

Here are the Mulliken charges for atoms 1 to 4, given in e: number 1, N, carries -0.425; number 2, C, carries -1.194; number 3, C, carries -0.729; number 4, N, carries -0.828

Please write out number 3 again, unchanged.
# C2H12N2O2

3 unconnected molecules or ions with the total composition C2H12N2O2 in a non-equilibrium geometry (ωB97M-V with the def2-TZVPD basis set, the OMol25 dataset).

```
18
Properties=species:S:1:pos:R:3
N -0.145 -0.432 0.290
C -0.851 -0.820 -0.923
C -0.017 -1.051 -2.178
N 0.705 0.169 -2.600
H -0.252 0.579 0.379
H 0.838 -0.621 0.105
H -1.474 -1.718 -0.792
H -1.654 -0.141 -1.214
H -0.697 -1.374 -2.976
H 0.691 -1.881 -2.064
H 1.708 0.063 -2.612
H 0.396 0.507 -3.502
H -0.643 -0.446 2.406
H -0.274 -1.783 3.045
O -0.327 -0.842 3.234
H 1.180 2.434 2.069
H 0.019 3.414 1.630
O 0.425 2.548 1.472
```

As for the HOMO-LUMO gap (alpha / beta): 2.315 / 9.530 eV. As for the molecular weight: 96.1 g/mol. Its spin multiplicity is 2. As for the highest occupied orbital energy (alpha / beta): 1.25 / -6.08 eV. Its relative energy (zero: lowest compared OMol25 entry of this formula, charge and spin) is 13.05 kcal/mol. The charge is -1. The calculation puts the total energy at -343.3235 a.u. The LUMO energy (alpha / beta) is 3.57 / 3.45 eV.

Here are the Mulliken charges for atoms 1 to 4, given in e: number 1, N, carries -0.425; number 2, C, carries -1.194; number 3, C, carries -0.729; number 4, N, carries -0.828